The following is a quantum chemistry calculation of a structure of composition C25H24N6PSV, from OMol25.

```
58
Properties=species:S:1:pos:R:3:mulliken_charge:R:1
V 0.523 0.084 0.928 -0.147
C 2.435 1.673 4.479 -1.629
C 1.616 1.372 3.278 0.484
N 1.610 0.246 2.658 1.253
N 2.443 -0.766 3.105 -1.540
C 2.793 -1.512 2.088 0.656
N 3.605 -2.549 2.293 -0.379
S 2.286 -1.228 0.405 -0.306
C 0.685 2.374 2.681 0.690
C 0.547 3.657 3.157 -0.860
C -0.383 4.502 2.557 -0.427
C -1.144 4.043 1.498 -1.081
C -0.923 2.759 1.040 -0.232
N -0.020 1.942 1.602 0.234
H 3.236 0.948 4.577 0.408
H 1.808 1.617 5.374 0.320
H 2.853 2.678 4.427 0.481
H 3.973 -2.716 3.216 0.257
H 3.937 -3.105 1.526 0.217
H 1.138 3.992 3.997 0.402
H -0.514 5.510 2.928 0.449
H -1.892 4.664 1.025 0.466
H -1.485 2.355 0.211 0.911
N -1.777 -1.071 -0.783 0.038
P -0.403 -0.224 -1.387 1.271
C -1.075 0.873 -2.637 0.435
C -0.916 2.254 -2.546 -0.199
C -1.454 3.083 -3.521 -0.763
C -2.156 2.529 -4.582 -0.516
C -2.299 1.150 -4.689 -0.737
C -1.747 0.319 -3.729 -0.626
C 0.523 -1.451 -2.328 0.229
C 1.560 -0.996 -3.143 -0.347
C 2.339 -1.908 -3.836 -0.734
C 2.083 -3.269 -3.720 -0.505
C 1.052 -3.721 -2.910 -0.773
C 0.273 -2.813 -2.205 -0.219
C -1.886 -1.547 0.497 0.433
C -2.966 -2.352 0.876 -0.992
C -3.029 -2.827 2.159 -0.326
C -2.020 -2.510 3.082 -1.005
C -1.002 -1.713 2.666 -0.342
N -0.920 -1.215 1.392 0.578
H -2.528 -1.317 -1.413 0.294
H -0.332 2.688 -1.745 0.519
H -1.316 4.154 -3.461 0.449
H -2.577 3.173 -5.343 0.411
H -2.825 0.723 -5.532 0.433
H -1.822 -0.757 -3.844 0.379
H 1.755 0.065 -3.254 0.427
H 3.140 -1.557 -4.474 0.449
H 2.687 -3.979 -4.269 0.424
H 0.850 -4.781 -2.827 0.447
H -0.524 -3.173 -1.567 0.385
H -3.727 -2.594 0.147 0.472
H -3.860 -3.454 2.457 0.444
H -2.039 -2.882 4.095 0.466
H -0.188 -1.440 3.324 0.474
```

The spin multiplicity is 3. For the max |F|, the calculation gives 0.7 eV/A. The calculation puts the highest occupied orbital energy (alpha / beta) at -14.322 / -14.305 eV. The calculation puts the frontier orbital gap (alpha / beta) at 7.14 / 7.47 eV. Its charge is +2. The calculation puts the total energy at -81056.0609 eV. As for the expectation value of S²: 2.026. As for the relative energy (zero: lowest compared OMol25 entry of this formula, charge and spin): 0.0 kJ/mol. The LUMO energy (alpha / beta) comes out at -7.2 / -6.8 eV.

The following is a quantum chemistry calculation of the molecule C25H24O4, from OMol25.

```
53
Properties=species:S:1:pos:R:3:mulliken_charge:R:1
C 2.613 3.138 -1.734 -0.959
O 1.793 2.890 -0.620 -0.435
C 1.079 1.716 -0.579 1.259
C 1.081 0.793 -1.616 -0.637
C 0.405 -0.408 -1.522 -1.058
C -0.295 -0.728 -0.371 0.364
C -0.977 -2.062 -0.201 -0.246
C -1.995 -2.301 -1.330 -1.308
C -2.752 -1.021 -1.634 0.210
O -2.797 -0.558 -2.750 -0.606
C -3.376 -0.337 -0.474 0.706
C -3.361 1.056 -0.455 -0.514
C -3.884 1.747 0.621 -0.560
C -4.449 1.054 1.679 -0.448
C -4.495 -0.330 1.654 -0.793
C -3.955 -1.026 0.589 -0.086
C 0.063 -3.201 -0.158 -0.856
C 1.023 -2.912 0.980 0.062
O 0.818 -3.319 2.100 -0.608
C 2.165 -2.013 0.666 0.782
C 2.489 -1.027 1.595 -0.546
C 3.505 -0.127 1.337 -0.553
C 4.230 -0.221 0.160 -0.427
C 3.941 -1.224 -0.750 -0.863
C 2.910 -2.112 -0.505 -0.164
C -0.338 0.208 0.648 -0.399
C 0.324 1.428 0.572 0.314
O 0.174 2.207 1.680 -0.495
C 0.583 3.556 1.686 -0.890
H 2.028 3.241 -2.654 0.335
H 3.363 2.352 -1.863 0.334
H 3.112 4.083 -1.520 0.275
H 1.629 1.003 -2.520 0.479
H 0.441 -1.092 -2.355 0.473
H -1.502 -2.054 0.758 0.575
H -2.697 -3.087 -1.044 0.493
H -1.491 -2.612 -2.246 0.505
H -2.915 1.578 -1.288 0.425
H -3.853 2.826 0.635 0.438
H -4.860 1.592 2.520 0.411
H -4.949 -0.870 2.473 0.412
H -4.012 -2.104 0.574 0.423
H -0.448 -4.146 0.037 0.581
H 0.585 -3.256 -1.111 0.197
H 1.919 -0.967 2.510 0.425
H 3.733 0.647 2.054 0.430
H 5.027 0.479 -0.042 0.483
H 4.520 -1.313 -1.658 0.409
H 2.711 -2.901 -1.215 0.453
H -0.889 0.009 1.555 0.319
H 0.213 3.960 2.629 0.329
H 1.670 3.652 1.650 0.245
H 0.145 4.114 0.855 0.307
```

The spin multiplicity is 1. For the max |F|, the calculation gives 0.7 eV/A. The calculation puts the highest occupied orbital energy at -7.978 eV. The calculation puts the frontier orbital gap at 8.46 eV. As for the SMILES: COc1ccc(C(CC(=O)c2ccccc2)CC(=O)c2ccccc2)cc1OC. The calculation puts the total energy at -34503.8116 eV. As for the relative energy (zero: lowest compared OMol25 entry of this formula, charge and spin): 21.2 kJ/mol. The LUMO energy comes out at 0.5 eV.